Entry 1:
This record from the Open Molecules 2025 dataset describes the molecule C12H15N3O in a non-equilibrium geometry. The level of theory is ωB97M-V with the def2-TZVPD basis set.

Positions of all 31 atoms, in Å:
N 0.484 2.789 -2.003
N -1.248 0.772 0.347
O 2.309 -1.009 -0.862
C 1.348 1.811 -1.863
C -0.393 1.343 -0.515
C -0.901 -0.405 0.865
C 1.161 -0.440 -0.477
C 0.805 0.770 -0.979
C 0.263 -1.073 0.458
N -0.614 2.509 -1.247
C 2.698 1.768 -2.497
C -1.757 3.392 -1.153
C -1.908 -1.110 1.753
C 0.658 -2.344 1.153
C -1.390 -2.249 2.591
C -0.516 -3.159 1.687
H 2.675 -0.413 -1.517
H 3.488 1.892 -1.731
H 2.784 2.557 -3.253
H 2.804 0.803 -3.009
H -2.630 2.878 -0.730
H -1.993 3.815 -2.154
H -1.489 4.229 -0.494
H -2.687 -1.489 1.100
H -2.312 -0.346 2.440
H 1.284 -2.098 2.030
H 1.267 -2.955 0.497
H -2.193 -2.807 3.081
H -0.747 -1.873 3.374
H -1.107 -3.544 0.864
H -0.143 -4.011 2.242

Summary:
* SMILES string: Cc1nn(C)c2nc3c(c(O)c12)CCCC3
* LUMO level: 0.742 eV
* energy relative to the best compared isomer or geometry (same formula, charge and spin): 19.3 kcal/mol
* multiplicity: 1
* calculated total energy: -19205.4003 eV
* gap between HOMO and LUMO: 8.8 eV
* molar mass: 217.27 g mol⁻¹
* net charge: 0

Atom charges from the Löwdin analysis, given in e for atoms 1 to 6: number 1, N, carries 0.130; number 2, N, carries 0.167; number 3, O, carries 0.110; number 4, C, carries -0.274; number 5, C, carries -0.210; number 6, C, carries -0.225

***

Entry 2:
This record from the Open Molecules 2025 dataset describes a structure of composition C12H15N8OSScSe4 in a non-equilibrium geometry. The level of theory is ωB97M-V with the def2-TZVPD basis set.

Positions of all 42 atoms, in Å:
Sc -0.033 0.197 -0.115
Se -1.868 -1.871 -0.162
Se -3.023 -0.140 0.953
Se -3.075 1.593 -0.580
Se -1.066 2.695 -0.161
C -0.082 -1.512 5.569
N 0.126 -0.851 4.294
C 0.581 0.523 4.120
C 0.588 0.611 2.604
O 0.905 1.554 1.899
N 0.142 -0.552 2.073
C -0.126 -1.378 3.087
N -0.600 -2.596 2.890
H 0.314 -0.878 6.355
H 0.447 -2.466 5.605
H -1.143 -1.682 5.769
H 1.570 0.696 4.543
H -0.123 1.248 4.533
H -0.973 -2.766 1.952
H -0.922 -3.159 3.659
C 1.606 4.565 -1.771
C 2.185 3.250 -2.170
C 2.614 2.930 -3.420
C 3.135 1.643 -3.638
N 3.208 0.736 -2.668
C 2.745 1.037 -1.454
S 2.642 -0.109 -0.184
N 2.284 2.295 -1.216
C 3.598 1.229 -4.997
H 1.618 5.258 -2.607
H 2.165 4.996 -0.937
H 0.573 4.422 -1.448
H 2.552 3.652 -4.222
H 1.944 2.480 -0.283
H 4.067 2.055 -5.534
H 2.731 0.904 -5.582
H 4.276 0.384 -4.922
N 1.153 -1.288 -6.314
C 0.538 -0.831 -5.442
N -0.204 -0.280 -4.506
C -0.088 -0.034 -3.289
N -0.030 0.251 -2.147

Summary:
* LUMO level: -0.377 eV
* energy relative to the best compared isomer or geometry (same formula, charge and spin): 5.6 kcal/mol
* multiplicity: 1
* calculated total energy: -319582.2162 eV
* gap between HOMO and LUMO: 6.9 eV
* molar mass: 680.17 g mol⁻¹
* net charge: 0

Atom charges from the Löwdin analysis, given in e for atoms 1 to 6: number 1, Sc, carries 0.293; number 2, Se, carries 0.066; number 3, Se, carries -0.040; number 4, Se, carries -0.015; number 5, Se, carries 0.070; number 6, C, carries -0.017